(1)
Computed, not measured: a molecular structure, C22H38N3O3Pd, with wB97M-V/def2-TZVPD.

Computed properties:
**Energy above the lowest of the compared OMol25 structures with the same formula, charge and spin**: 54.8 kcal per mole
**Multiplicity**: 1
**HOMO level**: -3.5 eV
**Total charge**: -1
**E_LUMO**: 2.7 eV

Last column: natural (NBO) charge in e.
CARTESIAN COORDINATES (ANGSTROEM)
Pd1 -0.709 -0.291 0.233  0.93
N1 -1.944 1.382 0.201  -0.78
C1 -3.341 1.129 -0.146  -0.22
C2 -3.922 0.131 0.839  -0.53
C3 -3.465 -1.316 0.586  0.79
O1 -4.209 -2.222 0.934  -0.68
O2 -2.335 -1.477 -0.009  -0.76
H1 -1.857 1.877 1.082  0.38
H2 -1.390 1.896 -0.481  0.43
H3 -3.354 0.716 -1.155  0.21
H4 -3.929 2.055 -0.150  0.17
H5 -5.011 0.153 0.831  0.22
H6 -3.608 0.398 1.855  0.21
C4 1.436 1.748 2.018  -0.63
C5 1.632 1.835 0.497  0.24
C6 2.988 1.233 0.065  -0.26
C7 1.712 3.321 0.113  -0.61
O3 0.557 1.285 -0.182  -0.89
H7 2.361 1.918 2.575  0.20
H8 1.044 0.768 2.282  0.22
H9 0.701 2.491 2.340  0.19
H10 3.748 1.588 0.764  0.18
H11 3.242 1.610 -0.929  0.19
H12 2.131 -0.679 0.286  0.44
H13 2.535 3.829 0.624  0.19
H14 0.776 3.813 0.384  0.20
H15 1.850 3.418 -0.965  0.21
C8 6.115 0.144 0.162  -0.60
C9 5.189 -0.352 -0.953  -0.53
C10 3.921 -1.027 -0.457  0.10
N2 3.011 -0.226 0.019  -0.59
H16 7.107 0.366 -0.237  0.20
H17 6.231 -0.628 0.927  0.21
H18 5.751 1.044 0.653  0.19
H19 5.744 -1.089 -1.535  0.20
H20 4.943 0.467 -1.645  0.19
C11 0.554 -0.701 -4.477  -0.62
C12 0.869 -1.724 -3.413  0.01
C13 1.437 -2.949 -3.753  -0.32
C14 1.735 -3.840 -2.735  0.02
C15 2.393 -5.162 -3.049  -0.62
C16 1.445 -3.539 -1.412  -0.32
C17 0.823 -2.332 -1.020  0.31
C18 0.591 -1.432 -2.094  -0.31
N3 0.492 -1.913 0.249  -0.68
C19 0.481 -2.699 1.527  0.12
C20 0.674 -4.217 1.412  -0.62
C21 -0.877 -2.523 2.227  -0.62
C22 1.578 -2.201 2.475  -0.62
H21 0.918 -1.025 -5.453  0.20
H22 1.013 0.262 -4.243  0.21
H23 -0.523 -0.537 -4.556  0.21
H24 1.661 -3.190 -4.787  0.18
H25 2.610 -5.249 -4.115  0.20
H26 1.752 -6.000 -2.766  0.20
H27 3.333 -5.271 -2.503  0.21
H28 1.758 -4.262 -0.688  0.20
H29 0.184 -0.449 -1.876  0.20
H30 -0.001 -4.658 0.679  0.22
H31 0.442 -4.650 2.388  0.20
H32 1.701 -4.486 1.178  0.20
H33 -1.684 -2.942 1.628  0.25
H34 -1.102 -1.467 2.401  0.19
H35 -0.854 -3.018 3.202  0.19
H36 2.551 -2.260 1.984  0.22
H37 1.605 -2.808 3.384  0.19
H38 1.399 -1.170 2.772  0.20

(2)
Computed, not measured: 3 unconnected molecules or ions with the total composition C22H38O5, with wB97M-V/def2-TZVPD.

Computed properties:
**Energy above the lowest of the compared OMol25 structures with the same formula, charge and spin**: 86.5 kcal per mole
**Multiplicity**: 1
**HOMO level**: -8.8 eV
**Total charge**: 0
**E_LUMO**: 0.6 eV

Last column: natural (NBO) charge in e.
CARTESIAN COORDINATES (ANGSTROEM)
C1 -2.754 1.766 1.075  -0.63
C2 -2.202 2.553 -0.203  -0.08
O1 -1.674 3.792 0.291  -0.53
C3 -0.692 4.363 -0.566  0.18
C4 -1.205 5.109 -1.871  -0.46
C5 -1.571 4.104 -3.027  0.01
C6 -2.963 3.748 -3.351  -0.24
C7 -3.196 2.780 -4.418  -0.20
C8 -2.140 2.129 -5.176  -0.24
C9 -0.759 2.492 -4.878  0.01
C10 0.490 1.926 -5.623  -0.64
C11 -0.519 3.461 -3.816  -0.25
C12 0.654 3.564 -0.797  -0.47
C13 1.445 3.623 0.578  -0.08
O2 1.038 4.902 1.084  -0.51
C14 -0.052 5.470 0.411  0.80
O3 -0.486 6.567 0.553  -0.54
H1 -3.871 1.804 1.072  0.21
H2 -2.334 2.240 1.997  0.23
H3 -2.424 0.699 1.015  0.22
H4 -3.063 2.662 -0.906  0.18
H5 -1.445 1.876 -0.670  0.18
H6 -0.430 5.826 -2.252  0.23
H7 -2.108 5.733 -1.623  0.24
H8 -3.790 4.225 -2.770  0.23
H9 -4.259 2.505 -4.641  0.22
H10 -2.333 1.368 -5.970  0.22
H11 1.295 1.814 -4.841  0.22
H12 0.338 0.912 -6.062  0.22
H13 0.883 2.679 -6.359  0.23
H14 0.530 3.746 -3.555  0.21
H15 0.478 2.566 -1.273  0.23
H16 1.281 4.126 -1.537  0.21
H17 2.513 3.541 0.246  0.20
H18 1.034 2.736 1.134  0.20
C15 0.483 -2.677 -1.117  -0.64
C16 0.955 -1.260 -0.843  -0.06
O4 0.468 -0.724 0.378  -0.55
C17 0.831 -1.422 1.561  -0.06
C18 2.330 -1.506 1.786  -0.65
H19 -0.609 -2.722 -1.122  0.21
H20 0.852 -3.019 -2.086  0.22
H21 0.836 -3.378 -0.359  0.20
H22 0.585 -0.604 -1.634  0.18
H23 2.048 -1.195 -0.875  0.16
H24 0.377 -2.419 1.566  0.16
H25 0.379 -0.875 2.391  0.19
H26 2.833 -2.056 0.989  0.20
H27 2.544 -2.014 2.728  0.23
H28 2.768 -0.505 1.819  0.21
C19 2.026 -6.178 5.679  -0.64
C20 1.268 -4.989 5.114  -0.06
O5 1.593 -4.697 3.763  -0.54
C21 1.337 -5.723 2.818  -0.06
C22 -0.122 -6.138 2.746  -0.65
H29 3.103 -6.016 5.603  0.21
H30 1.767 -6.327 6.730  0.22
H31 1.795 -7.101 5.145  0.20
H32 1.526 -4.098 5.690  0.19
H33 0.186 -5.124 5.222  0.16
H34 1.982 -6.586 3.013  0.16
H35 1.640 -5.327 1.846  0.18
H36 -0.475 -6.554 3.691  0.20
H37 -0.264 -6.897 1.974  0.22
H38 -0.753 -5.277 2.512  0.21

(3)
Computed, not measured: a molecular structure, C22H38OsP2, with wB97M-V/def2-TZVPD.

Computed properties:
**Energy above the lowest of the compared OMol25 structures with the same formula, charge and spin**: 0.0 kcal per mole
**Multiplicity**: 5
**HOMO level (spin up / spin down)**: -13.4 / -13.4 eV
**Expectation value of S²**: 6.051
**Total charge**: +2
**E_LUMO (spin up / spin down)**: -6.5 / -9.1 eV

Last column: natural (NBO) charge in e.
CARTESIAN COORDINATES (ANGSTROEM)
P1 2.734 1.688 0.319  1.34
P2 1.408 0.369 -2.942  0.85
C1 3.532 1.580 -1.359  -0.74
C2 2.687 1.695 -2.625  -0.73
H1 4.111 0.645 -1.359  0.24
H2 4.249 2.413 -1.330  0.27
H3 2.182 2.676 -2.661  0.23
H4 3.359 1.633 -3.495  0.26
C3 2.490 -0.929 -3.651  -0.95
H5 1.880 -1.814 -3.878  0.26
H6 3.265 -1.222 -2.931  0.24
H7 2.947 -0.531 -4.571  0.25
C4 0.606 1.147 -4.399  -0.95
H8 1.294 1.119 -5.254  0.25
H9 0.327 2.191 -4.173  0.24
H10 -0.306 0.593 -4.656  0.25
C5 4.282 1.598 1.273  -0.98
H11 4.078 1.662 2.346  0.27
H12 4.913 2.439 0.950  0.27
H13 4.782 0.644 1.051  0.26
C6 2.379 3.489 0.312  -0.98
H14 1.738 3.780 -0.531  0.25
H15 3.339 4.015 0.236  0.27
H16 1.871 3.768 1.243  0.26
Os1 -1.164 -0.500 1.079  1.34
C7 -1.060 -0.334 -1.490  -0.02
C8 -0.205 -1.260 -0.834  -0.44
C9 1.282 -1.324 -0.417  -0.45
C10 1.654 -0.978 1.045  -0.48
C11 0.995 0.274 1.556  -0.23
C12 0.084 1.225 0.918  -0.39
C13 0.083 1.615 -0.551  -0.55
C14 -1.117 1.156 -1.397  -0.50
C15 -1.606 -0.250 2.964  -0.95
H17 -1.882 -0.784 -2.059  0.25
H18 -0.569 -2.293 -0.976  0.27
H19 1.983 -0.805 -1.105  0.24
H20 1.565 -2.385 -0.566  0.26
H21 1.437 -1.864 1.707  0.26
H22 2.770 -0.894 1.125  0.25
H23 1.169 0.481 2.620  0.26
H24 -0.173 2.060 1.601  0.27
H25 0.994 1.158 -1.021  0.27
H26 0.188 2.708 -0.670  0.25
H27 -2.060 1.538 -0.958  0.27
H28 -1.093 1.623 -2.403  0.28
H29 -2.643 0.119 2.977  0.28
H30 -0.964 0.433 3.537  0.24
H31 -1.608 -1.240 3.441  0.28
C16 -2.572 -1.945 0.829  -0.76
C17 -3.734 -2.216 1.778  0.05
C18 -4.850 -1.379 1.766  -0.26
C19 -5.920 -1.623 2.641  -0.19
C20 -5.875 -2.709 3.513  -0.19
C21 -4.775 -3.577 3.492  -0.18
C22 -3.708 -3.328 2.631  -0.25
H32 -1.923 -2.837 0.801  0.23
H33 -2.939 -1.751 -0.193  0.23
H34 -4.870 -0.532 1.062  0.21
H35 -6.780 -0.940 2.641  0.23
H36 -6.683 -2.863 4.242  0.24
H37 -4.741 -4.438 4.165  0.24
H38 -2.840 -3.992 2.595  0.21